Below is 8 unconnected molecules or ions with the total composition C32H64O22, with properties calculated with ωB97M-V/def2-TZVPD.

As for the gap between HOMO and LUMO: 10.670 eV. The calculation puts the energy at -79268.2273 eV. The value obtained for the LUMO energy is 0.01815 hartree. Its SMILES is CCOC(=O)OC.CCOC(=O)OC.CCOC(=O)OC.CCOC(=O)OC.CCOC(=O)OC.CCOC(=O)OC.CCOC(C)=O.CCOC(C)=O.

Structure (XYZ):
```
118
Properties=species:S:1:pos:R:3:forces:R:3:mulliken_charge:R:1
C -5.35947 -10.84543 -17.97247 0.60 -0.40 -0.49 -1.09
C -5.50313 -10.57242 -16.49615 -1.28 0.81 -0.34 0.17
O -4.26387 -10.59671 -15.81426 0.22 -0.29 0.37 -0.13
C -3.63448 -9.43785 -15.64016 0.06 0.04 -0.20 0.62
O -3.99372 -8.35621 -16.02789 -0.24 0.15 0.05 -0.66
O -2.51441 -9.67841 -14.98070 0.27 -0.41 0.37 -0.32
C -1.71534 -8.54543 -14.64292 -0.49 0.44 0.28 -0.72
H -4.53244 -11.53558 -18.17756 -0.04 -0.01 0.24 0.04
H -5.14341 -9.94216 -18.54364 -0.16 0.03 0.01 0.39
H -6.24016 -11.34367 -18.37714 -0.19 0.29 0.03 0.43
H -6.20992 -11.26238 -16.03682 0.57 -0.47 0.28 -0.24
H -5.98560 -9.60156 -16.34682 0.26 0.06 -0.03 0.56
H -0.91232 -8.90982 -14.01315 0.22 -0.16 -0.31 0.25
H -2.28671 -7.83801 -14.03391 -0.10 -0.07 -0.21 0.31
H -1.38750 -8.03690 -15.54644 0.24 -0.06 0.05 0.27
C -4.34596 -18.83014 -14.92820 0.04 -0.46 -0.06 -0.98
C -4.46213 -17.92348 -13.74043 -0.21 -0.28 0.58 -0.27
O -3.75650 -16.69394 -13.90379 0.26 0.32 0.03 -0.43
C -4.22768 -15.84407 -14.81930 0.15 -0.31 -0.04 0.71
O -5.19174 -16.04102 -15.51975 -0.10 0.13 0.07 -0.49
O -3.42844 -14.78880 -14.84338 0.40 0.18 0.02 -0.43
C -3.86539 -13.70653 -15.67602 -0.90 -0.30 -0.57 0.37
H -4.90316 -18.44620 -15.77575 0.16 -0.05 -0.17 0.21
H -4.71614 -19.82603 -14.67473 -0.19 0.09 0.03 0.44
H -3.28738 -18.97783 -15.14865 -0.03 0.18 -0.30 0.30
H -3.98570 -18.41483 -12.89226 0.12 0.25 0.08 0.30
H -5.48679 -17.70888 -13.43277 -0.09 0.01 -0.29 0.26
H -3.04801 -13.08878 -16.02923 0.38 -0.12 0.58 0.24
H -4.60335 -13.14242 -15.11115 0.12 0.22 -0.06 0.13
H -4.32887 -14.12267 -16.57146 -0.06 0.07 0.07 -0.30
C -9.32767 -10.85229 -11.63275 -0.41 -0.12 1.29 -1.26
C -8.37522 -11.89926 -12.12312 0.03 0.44 -0.60 -0.09
O -8.78462 -12.31156 -13.44200 -0.43 0.03 0.00 -0.39
C -7.87643 -12.93814 -14.17424 0.30 0.03 0.26 0.76
O -6.73984 -13.16903 -13.84593 0.05 -0.06 0.06 -0.56
O -8.41749 -13.26086 -15.34139 -0.64 0.02 -0.08 -0.49
C -7.63480 -14.14655 -16.12042 0.83 -0.27 -0.38 0.43
H -10.29308 -11.26104 -11.32194 -0.07 -0.08 -0.51 0.32
H -9.47525 -10.00978 -12.29916 0.13 0.00 -0.13 0.32
H -8.92141 -10.50882 -10.67247 0.10 0.31 -0.26 0.39
H -8.39391 -12.76248 -11.46230 0.31 -0.08 -0.02 0.28
H -7.38418 -11.45788 -12.21587 0.16 -0.34 0.20 0.27
H -6.69965 -13.67173 -16.42010 0.00 0.05 0.03 -0.31
H -8.18700 -14.41977 -17.01479 -0.25 0.26 0.19 -0.17
H -7.35883 -15.04203 -15.56858 -0.10 0.00 0.08 0.48
C -4.48546 -18.69277 -19.67596 1.14 0.00 0.06 -0.96
C -4.17573 -20.14884 -19.44728 -1.16 -0.80 0.75 -0.48
O -2.77500 -20.43525 -19.48554 0.08 0.38 -0.29 -0.26
C -2.35797 -21.46411 -18.75279 -0.03 -0.16 0.03 0.73
O -2.96639 -22.03602 -17.89094 -0.17 -0.06 -0.01 -0.58
O -1.12279 -21.77133 -19.15290 0.13 0.33 -0.24 -0.23
C -0.61229 -22.99366 -18.66321 -0.01 -0.98 0.68 -0.80
H -4.03121 -18.35391 -20.60912 -0.46 0.03 -0.18 0.32
H -4.01273 -18.07710 -18.90454 -0.21 -0.09 0.15 0.18
H -5.56184 -18.55904 -19.63948 -0.05 0.17 -0.22 0.42
H -4.69271 -20.80401 -20.15894 0.32 0.23 -0.35 0.30
H -4.59241 -20.49535 -18.49481 0.32 0.29 0.10 0.38
H -0.76828 -23.11343 -17.58915 0.03 0.31 -0.04 0.37
H 0.44991 -23.04146 -18.87598 0.00 0.22 -0.19 0.22
H -1.12179 -23.84650 -19.12153 0.05 0.18 -0.20 0.33
C -9.89506 -15.85746 -18.74581 0.23 -0.61 -0.32 -0.88
C -11.30055 -16.40632 -18.72230 -0.11 0.06 -0.25 -0.47
O -11.31227 -17.59064 -17.90908 0.30 0.02 0.14 -0.28
C -11.79837 -18.74587 -18.35669 -0.35 0.12 -0.25 0.69
O -11.47255 -19.80813 -17.91723 0.04 -0.12 0.20 -0.55
O -12.71829 -18.57010 -19.32441 0.05 0.10 0.06 -0.34
C -13.33318 -19.77688 -19.78358 0.13 0.09 -0.55 -0.64
H -9.89376 -14.93514 -19.32772 0.11 0.21 0.35 0.39
H -9.22651 -16.55294 -19.26276 -0.12 -0.04 -0.04 0.31
H -9.48738 -15.76726 -17.74046 -0.21 0.38 -0.03 0.34
H -11.63232 -16.64609 -19.72874 -0.05 -0.01 -0.02 0.37
H -11.99618 -15.67598 -18.30942 -0.06 -0.13 0.18 0.31
H -14.00593 -20.16782 -19.02676 0.08 -0.15 0.05 0.27
H -12.57121 -20.49605 -20.07636 -0.04 -0.15 0.29 0.31
H -13.88389 -19.50984 -20.68323 -0.12 0.13 0.14 0.24
C -1.34440 -16.18169 -21.72552 -1.05 -1.00 -0.14 -1.22
C -2.03787 -15.32053 -20.69349 0.39 0.85 -0.64 0.35
O -3.45998 -15.43784 -20.84190 0.12 -0.66 -0.05 -0.45
C -4.20983 -14.92889 -19.87664 0.20 0.12 0.07 0.69
O -3.80918 -14.35238 -18.89953 0.10 0.17 0.20 -0.41
O -5.47934 -15.15104 -20.17714 -0.42 -0.24 -0.45 -0.45
C -6.43456 -14.61165 -19.27572 0.16 0.32 0.83 0.22
H -1.50494 -17.24652 -21.51064 0.63 0.14 0.56 0.08
H -0.29784 -15.89617 -21.76441 0.10 -0.29 -0.13 0.45
H -1.81199 -16.17971 -22.71530 0.17 0.95 -0.01 0.35
H -1.79529 -14.27047 -20.88923 0.01 -0.04 0.14 -0.07
H -1.67623 -15.55143 -19.69195 -0.42 -0.13 0.12 0.27
H -7.42633 -14.78826 -19.67167 0.05 -0.13 -0.26 0.17
H -6.27087 -13.54159 -19.13646 -0.02 -0.02 -0.13 0.05
H -6.34394 -15.07421 -18.28813 0.06 -0.12 -0.18 -0.11
O 2.67314 -20.88343 -23.54159 -0.09 0.25 -0.23 -0.57
C 2.70770 -21.17455 -22.37691 0.38 -0.53 -0.06 0.75
O 1.63321 -21.38536 -21.61375 -0.25 0.65 0.78 -0.28
C 0.33791 -20.92068 -22.06504 0.02 -1.13 -0.89 0.18
C 0.29969 -19.50015 -22.53077 0.25 1.06 0.07 -1.20
C 3.97376 -21.47556 -21.61235 -0.50 -0.27 0.13 -1.07
H -0.34012 -21.12142 -21.24418 0.13 0.18 0.22 -0.04
H 0.05242 -21.60572 -22.87281 -0.07 0.23 -0.07 0.29
H 0.93620 -19.29599 -23.38671 -0.02 -0.31 -0.13 0.42
H 0.63877 -18.79907 -21.76038 -0.16 -0.18 0.17 0.32
H -0.71339 -19.20652 -22.80947 -0.08 -0.18 0.11 0.35
H 4.00408 -20.91873 -20.67734 0.12 0.19 -0.12 0.30
H 4.83057 -21.30052 -22.24982 0.11 0.06 0.08 0.33
H 3.91702 -22.52616 -21.31686 0.17 -0.01 -0.10 0.29
O -2.78000 -9.72695 -20.73209 -0.08 -0.15 0.12 -0.60
C -2.47198 -9.48053 -19.59212 0.09 0.36 -0.43 0.74
O -1.89178 -10.36272 -18.77086 -0.09 -0.01 0.69 -0.17
C -1.63806 -11.67213 -19.26770 -0.35 -0.73 -1.01 -0.01
C -0.24174 -11.76132 -19.83046 0.49 -0.14 -0.05 -1.27
C -2.60706 -8.11602 -18.96666 -0.62 -0.35 -0.21 -0.85
H -2.32435 -11.91792 -20.08405 -0.16 0.35 0.13 0.33
H -1.87660 -12.39766 -18.49303 0.31 0.20 0.33 0.21
H 0.52798 -11.66150 -19.06431 -0.03 0.16 -0.01 0.32
H -0.10478 -11.00161 -20.60131 0.01 0.15 0.15 0.34
H -0.05694 -12.70963 -20.34255 -0.21 -0.10 0.19 0.31
H -3.29687 -7.55955 -19.59689 0.28 0.21 -0.13 0.32
H -1.61666 -7.66767 -18.95556 -0.03 0.21 0.14 0.32
H -3.05896 -8.14263 -17.97500 0.40 -0.11 0.03 0.12
```
Forces are in eV/Å.



Below is a molecular structure, C32H65N10OY, with properties calculated with ωB97M-V/def2-TZVPD.

As for the gap between HOMO and LUMO: 9.399 eV. Its net charge is +2. The calculation puts the energy at -52220.8288 eV. The value obtained for the LUMO energy is -0.15139 hartree.

Structure (XYZ):
```
109
Properties=species:S:1:pos:R:3:forces:R:3:mulliken_charge:R:1
Y -0.29198 0.11203 0.07113 0.48 -0.26 -0.63 -0.15
C 1.37823 -3.84096 -0.70843 -0.41 -0.81 0.28 -0.84
N 1.74694 -3.57702 0.67524 -0.12 0.34 -0.30 1.19
C 1.93181 -4.76436 1.49107 -0.25 0.24 0.48 -1.19
C 2.28775 -2.36729 1.06781 0.26 -0.31 0.09 -1.94
N 1.65750 -1.23763 0.86428 0.01 0.16 0.04 1.58
C 2.41498 0.02156 0.90940 0.49 -0.24 -0.69 0.70
C 2.89249 0.39698 -0.50547 -0.74 -0.33 0.12 -2.51
N 1.76215 0.36516 -1.46150 -0.60 -0.36 -0.08 1.46
C 1.81040 -0.77927 -2.42515 0.47 0.35 0.55 -1.61
C 0.42912 -1.15523 -2.96640 -0.28 0.90 -0.27 -1.26
N -0.55843 -1.30359 -1.88577 0.14 -0.10 0.48 1.48
C -1.48528 -2.24577 -2.05401 0.82 0.80 -0.47 -0.73
N -2.04980 -2.87777 -1.02068 -0.32 -0.40 0.24 0.60
C -3.43375 -3.30219 -1.07482 -0.83 0.14 0.11 -1.33
C -1.50226 -2.99163 0.31621 0.70 0.24 -0.50 -1.25
N -1.87601 -2.63083 -3.29538 0.06 -0.17 0.41 0.59
C -2.10992 -1.63453 -4.34125 -0.47 -0.35 0.19 -0.97
C -2.17017 -4.03415 -3.56160 -0.63 -0.06 -0.94 -1.12
C 1.66632 1.62368 -2.19169 0.23 -0.36 -1.08 -1.53
C 1.01797 2.70927 -1.39525 -0.91 -0.41 0.55 -1.35
N -0.34077 2.31018 -0.93639 -0.16 0.16 -0.52 1.25
C -1.36677 3.00502 -1.45353 0.20 0.03 0.42 -0.50
N -1.39920 3.53854 -2.71377 0.18 0.67 -0.53 0.41
C -1.79326 4.94921 -2.99775 0.38 -0.34 0.56 -1.07
C -1.03573 2.79118 -3.91124 -0.25 -0.91 0.73 -1.14
N -2.44187 3.25329 -0.67696 -0.09 -0.03 -0.46 0.66
C -2.32989 3.44537 0.74760 -0.61 0.40 0.05 -0.49
C -3.75738 3.54581 -1.22939 -0.39 0.17 -0.59 -1.23
N 3.49973 -2.49328 1.68734 -0.44 0.35 -0.88 0.77
C 3.87135 -1.81655 2.88234 0.63 0.19 1.05 -1.01
C 4.49587 -3.39143 1.14519 0.47 -0.38 0.85 -1.21
H 0.98212 -2.94757 -1.14375 -0.04 0.38 -0.34 -0.17
H 0.55749 -4.59073 -0.72602 0.54 0.33 -0.01 0.33
H 2.21836 -4.23796 -1.30669 -0.19 0.13 0.23 0.24
H 2.71705 -5.40493 1.10122 0.19 -0.19 0.18 0.38
H 1.00018 -5.31824 1.49523 -0.22 -0.24 -0.25 0.38
H 2.07522 -4.50337 2.54966 0.40 0.00 -0.46 0.32
H 3.30794 0.04312 1.52895 -0.15 -0.12 0.30 1.11
H 1.77017 0.82709 1.30981 0.13 -0.09 0.04 -0.90
H 3.68099 -0.27584 -0.84097 0.13 -0.05 0.07 0.33
H 3.28160 1.40307 -0.47390 0.34 0.31 0.00 0.68
H 2.27584 -1.57896 -1.85371 -0.18 -0.26 -0.22 0.39
H 2.50132 -0.53626 -3.25756 -0.31 -0.10 0.22 0.31
H 0.49467 -2.08080 -3.54635 0.17 0.08 -0.03 0.70
H 0.12169 -0.34918 -3.69059 0.20 -0.70 0.52 0.62
H -3.92182 -2.96980 -1.98096 0.09 0.04 -0.19 0.47
H -3.97387 -2.82883 -0.26202 -0.03 0.17 0.23 0.41
H -3.62842 -4.36678 -0.94885 0.52 -0.21 -0.16 0.29
H -0.44513 -2.68890 0.37752 -0.44 -0.10 -0.16 -0.07
H -1.55624 -4.04650 0.57686 -0.09 0.01 0.48 0.51
H -2.08110 -2.34963 0.95911 -0.26 -0.06 0.62 0.42
H -2.19628 -0.63097 -3.89415 0.28 -0.43 -0.17 0.11
H -3.08591 -1.84992 -4.80139 0.33 0.00 -0.03 0.40
H -1.32483 -1.68873 -5.09521 -0.10 0.26 -0.14 0.34
H -1.79370 -4.71550 -2.80354 0.16 0.32 0.18 0.30
H -1.70807 -4.32204 -4.51529 -0.11 0.11 0.17 0.39
H -3.25478 -4.20590 -3.64775 0.29 -0.03 -0.09 0.37
H 1.07583 1.42698 -3.09557 0.15 0.17 0.24 0.59
H 2.67465 1.87991 -2.52462 0.06 0.40 -0.13 0.32
H 0.97070 3.62513 -1.96185 0.15 0.41 -0.19 0.64
H 1.58217 2.87742 -0.47808 0.27 0.30 0.02 0.43
H -2.04607 5.45974 -2.05288 -0.07 -0.26 -0.55 0.33
H -2.60762 4.98215 -3.72687 -0.12 0.00 0.30 0.37
H -0.95035 5.50046 -3.44666 -0.12 -0.36 0.18 0.34
H -0.98270 1.72422 -3.67437 -0.17 0.07 0.14 0.13
H -0.06532 3.02756 -4.31828 0.26 0.56 -0.32 0.32
H -1.83624 2.90132 -4.64362 0.20 0.20 -0.17 0.45
H -1.29094 3.45434 1.06167 -0.27 0.01 -0.21 -0.72
H -2.90470 2.67989 1.27597 0.14 0.03 0.10 0.36
H -2.79645 4.41906 0.95900 0.19 -0.19 0.23 0.56
H -3.76851 3.31790 -2.29863 -0.04 -0.25 0.27 0.37
H -4.00759 4.61076 -1.17573 0.10 -0.04 0.29 0.42
H -4.57074 2.98991 -0.72773 0.61 0.08 -0.08 0.33
H 3.11932 -1.12449 3.23526 -0.40 -0.19 0.00 0.22
H 4.78677 -1.21380 2.78491 0.00 -0.30 -0.15 0.27
H 4.04335 -2.59472 3.64721 0.05 0.46 0.01 0.34
H 4.17423 -3.82361 0.22012 -0.14 -0.08 -0.54 0.30
H 4.71382 -4.20672 1.84178 -0.07 -0.06 0.02 0.39
H 5.44463 -2.87191 1.00656 -0.08 0.20 -0.17 0.38
C -0.49969 4.46442 3.35754 -0.44 -0.64 -0.28 -1.55
C 0.60735 3.57945 2.76650 0.43 0.81 0.05 1.59
C 1.97319 4.23138 3.04878 0.01 -0.27 -0.15 -1.93
C 0.51331 2.15915 3.21734 0.79 -0.72 0.86 1.10
C -0.51951 1.35517 2.75257 -0.06 0.26 -0.55 -0.01
C -0.58339 0.00335 3.01877 0.10 0.10 0.62 -0.41
C 0.33317 -0.62358 3.85843 0.63 -0.11 -0.01 0.37
C 0.27333 -2.09975 4.13044 -0.29 -0.30 0.18 -1.24
C 1.32444 0.17291 4.41292 -0.44 1.31 -0.39 -0.93
C 1.41571 1.55030 4.10693 0.20 -0.04 -0.19 -0.40
H -0.50847 5.37995 2.77787 -0.24 0.33 0.09 0.46
H -0.28830 4.69514 4.39369 0.00 0.07 0.25 0.43
H -1.50067 3.97980 3.30886 0.62 0.36 0.03 0.24
H 0.47065 3.60880 1.67049 0.14 -0.23 0.23 -0.84
H 2.17125 4.33581 4.12104 -0.12 0.02 -0.15 0.44
H 1.98723 5.22578 2.60498 0.06 0.05 0.06 0.46
H 2.80522 3.65814 2.61352 -0.21 0.10 0.07 0.32
H -1.29014 1.82097 2.14473 0.02 -0.29 0.13 -0.40
H -1.43572 -0.52409 2.67021 -0.66 -0.61 -0.36 0.92
H 0.42531 -2.70622 3.22422 0.02 0.27 0.12 0.01
H -0.71580 -2.36278 4.51679 0.05 -0.04 -0.04 0.46
H 0.99662 -2.42445 4.88711 -0.05 0.19 -0.20 0.35
H 2.02389 -0.22459 5.11501 0.36 -0.35 0.32 0.58
H 2.24330 2.13562 4.54618 -0.59 -0.40 -0.27 0.34
C -3.62224 0.02563 0.11164 -0.28 -0.10 0.42 -0.98
O -2.25976 0.02196 0.37332 -0.32 -0.03 -0.15 -0.23
H -4.08450 0.88767 0.59746 -0.20 0.08 -0.02 0.34
H -4.10823 -0.86811 0.54643 0.07 0.28 -0.29 0.22
H -3.84046 0.09090 -0.96221 0.00 -0.15 0.04 0.27
```
Forces are in eV/Å.



The F_max results, record by record, are as follows: 1.6, 1.4 eV/Å.